# C14H16CoN4OSSe

A structure of composition C14H16CoN4OSSe (wB97M-V/def2-TZVPD, OMol25).

Last column: Mulliken charge in e.
Cartesian coordinates (Å):
Co  -0.93572  -0.46964  0.22820  0.04
N  0.69570  -2.79856  2.92236  -0.35
C  -0.06603  -2.18292  2.05408  0.77
O  0.50321  -1.54999  1.11417  -0.46
C  -1.56429  -2.28008  2.16924  -0.69
C  -2.26904  -1.01443  1.66003  -0.77
H  1.67914  -2.71873  2.82408  0.25
H  0.29166  -3.30932  3.68095  0.22
H  -1.88551  -2.58838  3.17771  0.38
H  -1.85380  -3.09633  1.48567  0.25
H  -2.35751  -0.28307  2.48854  0.36
H  -3.29480  -1.19216  1.32996  0.43
N  0.61445  6.38695  -0.05415  -0.37
C  0.91754  5.52488  0.93047  0.08
S  1.37807  6.06492  2.42231  -0.30
C  0.66231  4.08868  0.67216  0.86
C  1.31001  3.01039  1.25553  -0.71
C  0.94486  1.70577  0.94680  -0.08
N  -0.08731  1.38834  0.17401  -0.21
C  -0.76469  2.40192  -0.35036  -0.14
C  -0.39777  3.72338  -0.16382  -0.76
H  0.73687  7.34283  0.16270  0.21
H  0.48886  6.07661  -0.99530  0.22
H  2.09143  3.22748  1.97657  0.37
H  1.54723  0.89962  1.34806  0.47
H  -1.65352  2.10901  -0.92326  0.38
H  -0.98741  4.49155  -0.64116  0.38
Se  -1.83560  -1.44818  -2.00126  0.03
C  -0.43362  -2.51246  -2.54400  0.34
C  -0.69224  -3.61840  -3.35330  -0.31
C  0.35370  -4.39381  -3.78003  -0.37
N  1.62281  -4.16259  -3.42633  -0.49
C  1.83841  -3.12454  -2.64070  -0.45
C  0.86718  -2.27675  -2.16387  0.02
H  -1.69911  -3.84515  -3.64071  0.40
H  0.16549  -5.20207  -4.47020  0.36
H  2.87898  -2.92737  -2.34956  0.34
H  1.19006  -1.44740  -1.52558  0.29

Forces on atoms 1 to 3 (eV/Å):
-0.22 0.05 -0.16
-0.44 -0.27 0.47
0.10 0.31 -0.60

## Properties
- Spin multiplicity: 5
- <S²>: 6.023
- Gap between HOMO and LUMO (spin up / spin down): 7.7 / 5.2 eV
- Charge: +1
- Calculated total energy: -5019.5025 Eh

---

# C6H14O2

A cluster of 3 separate species, C6H14O2 in total (wB97M-V/def2-TZVPD, OMol25).

Last column: Mulliken charge in e.
Cartesian coordinates (Å):
C  0.49861  2.05596  -1.61028  -1.50
C  -0.13547  0.79971  -1.06309  0.93
C  0.59537  -0.08378  -0.37509  0.44
C  2.04035  0.01385  -0.04925  -1.78
C  -2.26541  -0.50311  -1.27193  -0.94
C  -1.56447  0.62072  -1.36087  -0.19
H  0.79606  2.76432  -0.84926  0.33
H  -0.10024  2.56492  -2.35647  0.40
H  1.46869  1.79997  -2.04059  0.30
H  0.05008  -0.91133  0.06135  0.04
H  2.53368  -0.93891  0.09535  0.45
H  2.33852  0.60763  0.80496  0.36
H  2.56442  0.45466  -0.87162  0.43
H  -1.76467  -1.44669  -1.05075  0.21
H  -3.30813  -0.67834  -1.50611  0.27
H  -2.08545  1.53818  -1.59101  0.28
H  1.38249  -1.56310  1.98312  0.31
H  0.79597  -2.51712  3.05381  0.30
O  1.36339  -1.74845  2.91468  -0.66
H  -1.15314  -1.28612  2.75519  0.27
H  -2.45818  -0.65221  2.33921  0.28
O  -1.59247  -0.89076  1.98866  -0.54

Forces on atoms 1 to 3 (eV/Å):
0.69 -0.38 -0.09
0.55 0.17 -0.19
-0.82 -0.11 0.56

## Properties
- Gap between HOMO and LUMO: 8.9 eV
- Calculated total energy: -387.4346 Eh

---

# C6H4O2

An isolated molecule of C6H4O2 (wB97M-V/def2-TZVPD, OMol25).

Last column: Mulliken charge in e.
Cartesian coordinates (Å):
C  2.10590  -0.55097  0.00751  0.02
C  0.63981  -0.75310  -0.03074  -0.45
C  -0.32960  0.14263  0.06588  0.47
C  0.01198  1.56864  0.01566  -0.19
C  -1.71600  -0.25412  0.02828  -0.59
C  -2.83916  -0.72390  -0.04979  0.09
H  2.68835  -1.46657  0.13566  0.33
H  0.37112  -1.79882  -0.06201  0.38
H  1.08860  1.82049  -0.12717  0.50
H  -3.92549  -0.95397  0.04011  0.40
O  2.72003  0.50192  -0.02129  -0.49
O  -0.81554  2.46778  -0.00212  -0.47

Forces on atoms 1 to 3 (eV/Å):
0.81 1.22 0.28
0.75 -1.21 0.16
-1.08 0.20 -0.40

## Properties
- Gap between HOMO and LUMO: 8.5 eV
- Calculated total energy: -381.3869 Eh